Version a
A molecular structure, C4H7O3P, computed with the ωB97M-V functional and the def2-TZVPD basis.

```
15
Properties=species:S:1:pos:R:3:lowdin_charge:R:1
C -0.680 1.035 1.574 -0.09
C -0.460 -0.026 0.856 -0.33
C -1.369 -1.146 0.413 -0.13
C 1.263 -0.104 0.001 -0.15
O 2.443 0.271 -2.369 -0.53
O -0.078 -0.511 -2.547 -0.50
O 0.645 1.852 -1.811 -0.51
P 0.987 0.376 -1.930 -0.01
H 0.119 1.828 1.699 0.05
H -1.590 1.144 2.152 0.01
H -2.120 -1.552 1.163 0.06
H -0.661 -1.985 0.264 0.06
H -1.945 -1.006 -0.418 0.02
H 1.808 0.848 0.391 0.03
H 1.637 -1.023 0.562 0.01
```

E_HOMO = 0.987 eV
frontier orbital gap = 5.473 eV
net charge = -2
multiplicity = 1


Version b
2 unconnected molecules or ions with the total composition C4H7O3P, computed with the ωB97M-V functional and the def2-TZVPD basis.

```
15
Properties=species:S:1:pos:R:3:lowdin_charge:R:1
C 0.128 0.027 1.256 -0.30
C -1.203 0.202 0.578 -0.36
C -0.213 -0.714 -0.058 -0.36
C 0.407 -0.080 -1.425 -0.22
O -2.339 -2.820 -2.831 -0.41
O -1.540 -4.623 -1.156 -0.49
O -3.539 -3.138 -0.565 -0.43
P -2.373 -3.345 -1.460 0.25
H 0.787 0.936 1.099 0.05
H 0.195 -0.472 2.246 0.05
H -2.244 -0.158 0.904 0.08
H -1.353 1.176 0.096 0.04
H -0.470 -0.254 -2.201 0.07
H 1.251 -0.854 -1.599 0.04
H 0.898 0.888 -1.533 -0.01
```

E_HOMO = 1.308 eV
frontier orbital gap = 5.656 eV
net charge = -2
multiplicity = 1


On energetic grounds, version a is preferred over the next structure by 0.0286 hartree.


Version a
A molecular structure, C44H55BBrMnN6O3S3, computed with the ωB97M-V functional and the def2-TZVPD basis.

```
114
Properties=species:S:1:pos:R:3:lowdin_spin:R:1
Mn -0.066 -0.876 0.523 3.94
C 4.276 -0.754 -1.853 0.00
C 3.436 0.490 -1.869 -0.01
C 3.416 1.353 -2.918 0.00
C 2.558 2.487 -2.926 0.00
N 1.852 2.792 -1.876 0.00
N 1.914 1.962 -0.809 -0.01
B 1.177 2.601 0.355 0.00
N 1.104 1.973 1.744 0.01
N 1.962 3.005 1.658 0.00
C 2.667 3.438 2.665 0.00
C 2.404 2.776 3.899 0.00
C 1.513 1.754 4.016 0.00
C 1.265 1.063 5.319 0.00
C 0.833 1.286 2.826 0.01
S -0.171 -0.081 2.798 -0.02
C 3.677 4.544 2.495 0.00
C 5.037 4.018 2.984 0.00
C 3.229 5.730 3.363 0.00
C 3.781 4.961 1.029 0.00
N 0.045 3.510 -0.034 0.00
N 0.349 4.826 -0.018 0.00
C -0.593 5.658 -0.361 0.00
C -1.899 5.183 -0.670 0.00
C -2.192 3.858 -0.685 0.00
C -3.563 3.339 -0.988 0.00
C -1.119 2.954 -0.397 0.01
S -1.290 1.264 -0.557 0.04
C -0.208 7.137 -0.383 0.00
C -1.392 8.019 -0.777 0.00
C 0.282 7.542 1.011 0.00
C 0.925 7.333 -1.401 0.00
C 2.571 0.796 -0.773 -0.01
S 2.378 -0.340 0.503 -0.11
C 2.450 3.392 -4.142 0.00
C 3.778 4.154 -4.287 0.00
C 2.205 2.526 -5.386 0.00
C 1.300 4.385 -3.981 0.00
H 4.855 -0.832 -2.771 0.00
H 3.649 -1.643 -1.749 0.00
H 4.962 -0.750 -1.003 0.00
H 4.047 1.161 -3.776 0.00
H 2.947 3.103 4.777 0.00
H 1.761 1.579 6.137 0.00
H 1.634 0.036 5.266 0.00
H 0.195 1.000 5.526 0.00
H 5.035 3.788 4.051 0.00
H 5.789 4.790 2.817 0.00
H 5.342 3.124 2.436 0.00
H 3.121 5.452 4.414 0.00
H 2.280 6.141 3.017 0.00
H 3.985 6.515 3.306 0.00
H 4.172 4.144 0.411 0.00
H 4.477 5.797 0.948 0.00
H 2.817 5.274 0.622 0.00
H -2.683 5.896 -0.886 0.00
H -4.255 4.160 -1.162 0.00
H -3.928 2.731 -0.157 0.00
H -3.548 2.693 -1.868 0.00
H -2.209 7.963 -0.052 0.00
H -1.782 7.767 -1.767 0.00
H -1.062 9.057 -0.814 0.00
H -0.485 7.372 1.772 0.00
H 0.534 8.604 1.018 0.00
H 1.175 6.979 1.283 0.00
H 0.592 7.099 -2.415 0.00
H 1.783 6.701 -1.162 0.00
H 1.251 8.375 -1.387 0.00
H 4.627 3.476 -4.409 0.00
H 3.964 4.788 -3.415 0.00
H 3.737 4.795 -5.169 0.00
H 3.059 1.892 -5.632 0.00
H 2.027 3.174 -6.245 0.00
H 1.326 1.887 -5.261 0.00
H 1.419 4.998 -3.085 0.00
H 0.338 3.870 -3.914 0.00
H 1.276 5.044 -4.850 0.00
Br -3.964 -4.798 -3.478 0.00
C -2.771 -3.369 -3.197 0.00
C -3.152 -2.086 -3.556 0.00
C -2.277 -1.031 -3.317 0.00
C -1.051 -1.265 -2.711 0.00
C -0.678 -2.560 -2.371 0.00
C -1.534 -3.624 -2.626 0.00
C 0.599 -2.808 -1.631 0.01
O 1.537 -3.414 -2.054 0.00
O 0.607 -2.312 -0.370 0.03
H -4.110 -1.918 -4.031 0.00
H -2.557 -0.027 -3.610 0.00
H -0.377 -0.438 -2.525 0.00
H -1.241 -4.637 -2.382 0.00
C -6.454 -6.148 0.061 0.00
C -5.532 -4.963 0.089 0.01
C -4.283 -5.045 0.702 0.00
C -3.414 -3.976 0.731 0.00
C -2.085 -4.145 1.418 0.00
C -3.821 -2.770 0.098 0.00
C -2.980 -1.649 -0.009 0.01
O -1.823 -1.562 0.473 0.04
C -5.099 -2.667 -0.529 0.00
C -5.586 -1.400 -1.198 0.00
C -5.924 -3.766 -0.513 0.00
H -6.071 -6.975 0.656 0.00
H -6.583 -6.494 -0.967 0.00
H -7.443 -5.874 0.432 0.00
H -3.986 -5.976 1.173 0.00
H -2.022 -5.137 1.857 0.00
H -1.950 -3.408 2.211 0.00
H -1.256 -4.020 0.719 0.00
H -3.330 -0.787 -0.575 0.00
H -4.945 -1.110 -2.034 0.00
H -5.630 -0.564 -0.498 0.00
H -6.587 -1.552 -1.592 0.00
H -6.900 -3.705 -0.982 0.00
```

E_HOMO (spin up / spin down) = -13.033 / -13.042 eV
frontier orbital gap (spin up / spin down) = 5.764 / 7.088 eV
net charge = +2
multiplicity = 5
⟨S²⟩ = 6.151


Version b
A molecular structure, C44H55BBrMnN6O3S3, computed with the ωB97M-V functional and the def2-TZVPD basis.

```
114
Properties=species:S:1:pos:R:3:lowdin_spin:R:1
Mn -1.180 -2.677 0.024 3.86
C 2.962 0.822 -3.519 0.00
C 1.939 1.431 -2.621 0.00
C 1.350 2.618 -2.900 0.00
C 0.356 3.160 -2.032 0.00
N 0.034 2.547 -0.940 0.00
N 0.638 1.378 -0.626 0.00
B 0.080 0.809 0.660 0.00
N 1.138 0.130 1.570 0.01
N 2.013 1.120 1.780 0.00
C 3.065 0.929 2.524 0.00
C 3.262 -0.319 3.150 0.00
C 2.376 -1.337 2.956 0.00
C 2.572 -2.676 3.597 0.00
C 1.268 -1.093 2.092 0.00
S 0.215 -2.442 1.841 -0.06
C 4.041 2.075 2.686 0.00
C 5.428 1.598 2.228 0.00
C 4.088 2.468 4.171 0.00
C 3.612 3.277 1.844 0.00
N -0.695 1.846 1.555 0.00
N -0.347 2.923 2.206 0.00
C -1.288 3.507 2.932 0.00
C -2.591 2.964 3.003 0.00
C -2.945 1.828 2.307 0.00
C -4.295 1.192 2.354 0.00
C -1.903 1.296 1.551 0.01
S -1.717 -0.029 0.431 0.03
C -0.857 4.748 3.699 0.00
C -2.020 5.369 4.472 0.00
C 0.256 4.349 4.678 0.00
C -0.312 5.777 2.697 0.00
C 1.546 0.742 -1.412 0.00
S 2.153 -0.775 -1.022 0.00
C -0.339 4.471 -2.352 0.00
C 0.709 5.592 -2.273 0.00
C -0.927 4.402 -3.768 0.00
C -1.461 4.748 -1.354 0.00
H 3.153 1.463 -4.378 0.00
H 2.637 -0.160 -3.863 0.00
H 3.895 0.664 -2.977 0.00
H 1.621 3.148 -3.804 0.00
H 4.126 -0.477 3.783 0.00
H 3.455 -2.669 4.231 0.00
H 2.688 -3.448 2.836 0.00
H 1.705 -2.947 4.202 0.00
H 5.817 0.799 2.861 0.00
H 6.128 2.432 2.279 0.00
H 5.397 1.241 1.197 0.00
H 4.405 1.636 4.802 0.00
H 3.112 2.812 4.516 0.00
H 4.803 3.280 4.307 0.00
H 3.634 3.035 0.780 0.00
H 4.300 4.102 2.026 0.00
H 2.599 3.597 2.093 0.00
H -3.331 3.430 3.639 0.00
H -4.973 1.763 2.984 0.00
H -4.221 0.178 2.750 0.00
H -4.723 1.123 1.352 0.00
H -2.398 4.703 5.250 0.00
H -2.843 5.650 3.811 0.00
H -1.674 6.278 4.963 0.00
H -0.106 3.628 5.415 0.00
H 0.606 5.232 5.213 0.00
H 1.098 3.912 4.142 0.00
H -1.095 6.106 2.012 0.00
H 0.510 5.356 2.117 0.00
H 0.053 6.652 3.235 0.00
H 1.523 5.431 -2.981 0.00
H 1.132 5.651 -1.268 0.00
H 0.247 6.552 -2.508 0.00
H -0.156 4.272 -4.527 0.00
H -1.451 5.333 -3.988 0.00
H -1.643 3.583 -3.853 0.00
H -1.076 4.766 -0.336 0.00
H -2.236 3.982 -1.414 0.00
H -1.913 5.715 -1.578 0.00
Br -6.738 -6.870 2.109 0.00
C -6.099 -5.844 0.657 0.00
C -6.771 -5.880 -0.558 0.00
C -6.305 -5.129 -1.630 0.00
C -5.174 -4.346 -1.493 0.00
C -4.511 -4.321 -0.266 0.00
C -4.969 -5.068 0.819 0.00
C -3.314 -3.504 -0.114 0.02
O -2.650 -3.445 0.989 0.00
O -2.814 -2.826 -1.080 -0.01
H -7.656 -6.492 -0.662 0.00
H -6.832 -5.158 -2.574 0.00
H -4.800 -3.755 -2.317 0.00
H -4.442 -5.038 1.762 0.00
C 1.959 -7.832 -4.798 0.00
C 1.350 -6.594 -4.227 0.01
C 1.357 -6.355 -2.851 0.00
C 0.823 -5.208 -2.308 0.01
C 0.862 -5.036 -0.816 0.01
C 0.264 -4.234 -3.186 0.01
C -0.212 -2.988 -2.730 0.02
O -0.237 -2.578 -1.539 0.06
C 0.225 -4.478 -4.593 0.01
C -0.393 -3.508 -5.567 0.00
C 0.763 -5.649 -5.074 0.00
H 2.245 -8.539 -4.023 0.00
H 2.852 -7.572 -5.372 0.00
H 1.269 -8.318 -5.488 0.00
H 1.792 -7.096 -2.192 0.00
H 1.342 -5.894 -0.352 0.00
H -0.151 -4.977 -0.398 0.01
H 1.403 -4.133 -0.529 0.00
H -0.548 -2.275 -3.484 0.00
H 0.143 -2.558 -5.585 0.00
H -1.437 -3.307 -5.326 0.00
H -0.360 -3.920 -6.572 0.00
H 0.738 -5.847 -6.139 0.00
```

E_HOMO (spin up / spin down) = -12.399 / -12.391 eV
frontier orbital gap (spin up / spin down) = 5.091 / 6.181 eV
net charge = +2
multiplicity = 5
⟨S²⟩ = 6.114


On energetic grounds, version b is preferred over the next structure by 0.0054 hartree.


Version a
A single C5H6ClNO molecule, computed with the ωB97M-V functional and the def2-TZVPD basis.

```
14
Properties=species:S:1:pos:R:3:lowdin_charge:R:1
C 0.021 1.267 0.336 -0.51
C 0.818 0.533 -0.842 -0.12
C 0.384 -0.977 -0.699 -0.12
C -0.700 0.068 0.764 -0.35
C 0.546 -1.001 0.848 -0.29
H 0.549 1.615 1.157 0.09
H 0.589 0.940 -1.703 0.04
H 1.865 0.731 -0.478 0.13
H 0.585 -1.889 -1.373 0.16
H -1.768 -1.419 -0.509 0.15
H -1.412 -0.097 1.653 0.17
N -1.160 -0.490 -0.549 -0.01
O 1.052 -1.656 1.726 0.11
Cl -1.370 2.377 -0.331 0.52
```

E_HOMO = -9.464 eV
frontier orbital gap = 10.207 eV
SMILES string = O=C1[C@@H]2C[C@@H](Cl)[C@H]1N2
multiplicity = 1


Version b
A single C5H6ClNO molecule, computed with the ωB97M-V functional and the def2-TZVPD basis.

```
14
Properties=species:S:1:pos:R:3:lowdin_charge:R:1
C -0.465 1.029 0.965 -0.17
C 0.509 0.057 1.122 -0.16
C -1.042 1.616 -0.096 -0.13
C 1.177 -0.471 -0.041 -0.19
C 0.046 -0.727 -1.150 -0.44
N -1.223 -0.697 -0.795 -0.45
O -1.535 2.385 -0.830 0.22
Cl -1.618 -1.599 0.653 0.59
H -0.906 1.343 1.975 0.16
H 0.738 -0.093 2.176 0.11
H 1.966 0.212 -0.514 0.15
H 1.763 -1.374 -0.023 0.10
H 0.169 0.013 -1.853 0.08
H 0.420 -1.692 -1.589 0.13
```

E_HOMO (spin up / spin down) = -7.765 / -7.766 eV
frontier orbital gap (spin up / spin down) = 7.100 / 7.101 eV
multiplicity = 1


On energetic grounds, version a is preferred over the next structure by 0.0672 hartree.


Version a
A gas-phase ion, C3H8NS (charge +1), computed with the ωB97M-V functional and the def2-TZVPD basis.

```
13
Properties=species:S:1:pos:R:3:lowdin_charge:R:1
C -1.581 1.180 0.076 -0.25
C -0.515 -1.148 -0.466 -0.31
C 1.528 -0.010 0.603 -0.05
N 0.403 -0.074 -0.372 -0.23
S -2.225 -0.260 -0.074 1.11
H -2.167 2.085 0.178 0.07
H -0.535 1.321 0.115 0.02
H -0.830 -1.550 -1.500 0.13
H -0.513 -1.964 0.297 0.11
H 2.178 0.860 0.393 0.10
H 1.265 0.193 1.619 0.08
H 2.283 -0.816 0.410 0.11
H 0.709 0.183 -1.280 0.13
```

E_HOMO = -14.344 eV
frontier orbital gap = 8.512 eV
net charge = +1
multiplicity = 1


Version b
2 unconnected molecules or ions with the total composition C3H8NS, computed with the ωB97M-V functional and the def2-TZVPD basis.

```
13
Properties=species:S:1:pos:R:3:lowdin_charge:R:1
C -1.498 1.232 0.217 0.00
C -2.134 -0.103 -0.068 0.00
C -0.771 0.124 -0.167 -0.26
N 0.389 -0.260 -0.506 0.28
S 3.550 -0.245 0.134 0.58
H -1.612 2.257 -0.077 0.14
H -1.419 1.333 1.313 0.16
H -2.524 -0.671 0.799 0.16
H -2.749 -0.431 -0.899 0.14
H 1.235 0.238 -0.425 0.03
H 0.593 -1.232 -0.798 0.17
H 3.995 -1.083 1.068 -0.18
H 2.945 -1.161 -0.591 -0.23
```

E_HOMO = -13.723 eV
frontier orbital gap = 8.974 eV
net charge = +1
multiplicity = 1


On energetic grounds, version b is preferred over the next structure by 0.0105 hartree.